1.
77
Properties=species:S:1:pos:R:3:mulliken_charge:R:1 method="wB97M-V/def2-TZVPD" total_energy_ha=-2620.61400 charge=0 smiles="O=NOBN(C(=O)F)C(=O)F.C[C@@H]1COC(=O)O1.C[C@@H]1COC(=O)O1.C[C@@H]1COC(=O)O1.C[C@@H]1COC(=O)O1.C[C@@H]1COC(=O)O1" gap_ha=0.3498
O 0.0630 -5.3293 0.9834 -0.2398
N -0.6328 -5.7743 0.1727 0.2829
O -1.3315 -4.7451 -0.5478 -0.2444
B -0.8553 -4.7473 -1.8807 0.6700
N 0.6240 -4.9306 -2.0378 0.1672
C 1.2709 -3.6841 -2.3030 0.3916
O 1.7461 -3.1163 -1.4275 -0.3849
F 1.3382 -3.1659 -3.5246 -0.2120
C 0.9829 -5.9765 -2.9377 0.4045
O 0.4268 -6.3099 -3.8906 -0.3783
F 2.0772 -6.6651 -2.5729 -0.2218
H -1.6271 -4.6074 -2.7584 -0.0984
C -5.0883 -0.4957 -0.5056 -1.3067
C -4.2385 -1.1839 -1.5428 0.5048
C -3.4446 -2.3448 -1.0165 -0.3459
O -2.3359 -2.3811 -1.9271 -0.1584
C -2.1588 -1.1084 -2.3806 0.3389
O -1.2121 -0.7464 -3.0102 -0.5831
O -3.1938 -0.3154 -2.0206 -0.3216
H -4.5043 -0.2435 0.3730 0.0798
H -5.4862 0.4419 -0.8992 0.4098
H -5.9184 -1.1294 -0.2015 0.4431
H -4.8495 -1.4757 -2.4027 0.2305
H -3.9995 -3.2815 -1.0401 0.4401
H -3.0559 -2.1853 -0.0082 0.0669
C 1.4605 -0.5347 -0.1104 -1.5491
C 0.5691 0.5639 0.4167 1.1036
C 1.1997 1.9238 0.4307 -0.1760
O 0.4706 2.5793 1.4815 -0.4034
C 0.0630 1.6084 2.3402 0.6651
O -0.4132 1.8085 3.4129 -0.5800
O 0.2710 0.3713 1.8100 -0.4298
H 2.4330 -0.5327 0.3858 0.3294
H 1.0104 -1.5065 0.0841 0.4433
H 1.6184 -0.4285 -1.1830 0.3648
H -0.3801 0.5686 -0.1305 -0.0802
H 1.0786 2.4470 -0.5052 0.0754
H 2.2583 1.9126 0.6982 0.2927
C 0.7335 1.5520 -5.8886 -1.6272
C 0.7331 1.6204 -4.3810 1.2386
C 0.3082 2.9495 -3.8202 -0.6047
O 0.9723 2.9588 -2.5505 -0.3864
C 2.0838 2.1849 -2.6802 0.5790
O 2.9605 2.1155 -1.8721 -0.4901
O 2.0648 1.5022 -3.8501 -0.3544
H 1.2843 2.3902 -6.3213 0.4043
H 1.2283 0.6413 -6.2279 0.3651
H -0.2849 1.5649 -6.2775 0.3812
H 0.1359 0.8010 -3.9692 -0.1604
H -0.7704 3.0292 -3.6945 0.3291
H 0.6649 3.8027 -4.4030 0.3562
C -2.5888 -1.9069 5.6766 -1.5235
C -2.9491 -1.9902 4.2133 0.7194
C -2.4566 -0.8327 3.3877 -0.5215
O -3.4041 -0.8190 2.3099 -0.2803
C -4.5656 -1.3419 2.7944 0.5896
O -5.6094 -1.3112 2.2200 -0.5425
O -4.3711 -1.8974 4.0177 -0.3877
H -2.8669 -0.9381 6.0956 0.3606
H -3.1303 -2.6638 6.2458 0.3800
H -1.5186 -2.0558 5.8217 0.3833
H -2.6187 -2.9482 3.7995 0.2471
H -1.4442 -0.9790 3.0135 0.2297
H -2.5088 0.1267 3.9069 0.2773
C 4.5372 3.8853 0.9164 -1.4578
C 4.5474 3.9326 2.4256 0.7114
C 4.1255 5.2539 3.0089 -0.4845
O 4.7947 5.2482 4.2730 -0.3335
C 5.9068 4.4757 4.1283 0.5708
O 6.7824 4.3992 4.9259 -0.5233
O 5.8786 3.8045 2.9428 -0.3870
H 5.0859 4.7274 0.4894 0.4591
H 5.0292 2.9794 0.5597 0.3253
H 3.5167 3.9051 0.5329 0.3570
H 3.9519 3.1079 2.8306 0.1960
H 3.0472 5.3314 3.1420 0.2981
H 4.4784 6.1144 2.4341 0.3160

2.
64
Properties=species:S:1:pos:R:3:mulliken_charge:R:1 method="wB97M-V/def2-TZVPD" total_energy_ha=-4807.58241 charge=0 gap_ha=0.3084 relative_energy_kcal_mol=1.15
Sc -0.0523 -0.2628 -0.0297 0.4348
O 1.0530 3.5335 0.6254 -0.7039
C 0.6159 2.4652 0.9843 -0.2092
O -0.2378 1.7328 0.3103 -0.4776
C 1.0015 1.8980 2.3609 0.1812
C -0.1679 1.1280 2.9704 -0.3099
C 0.0600 0.8309 4.4518 -1.0289
C 1.1010 -0.3130 4.3914 -1.0363
C 1.3370 -0.4223 2.8903 -0.2736
O -0.0027 -0.1857 2.3554 0.1396
C 2.1201 0.7949 2.3689 0.3249
C 2.7573 0.4548 1.0214 -0.1434
O 3.9327 0.6580 0.8208 -0.7171
O 1.9284 -0.0813 0.1653 -0.5978
H 1.3019 2.7435 2.9768 0.5942
H -1.1465 1.5200 2.7184 0.5064
H -0.8627 0.5061 4.9314 0.3075
H 0.4218 1.7132 4.9778 0.3994
H 0.6929 -1.2436 4.7853 0.3291
H 2.0221 -0.0895 4.9268 0.4471
H 1.6996 -1.3827 2.5334 0.7447
H 2.9231 1.0670 3.0506 0.6367
C 1.0218 -0.4860 -3.7860 -1.3934
C -0.2542 -1.0651 -3.1897 0.4366
C -0.3834 -2.5559 -3.4732 -1.1418
O -0.3113 -0.8368 -1.8144 -0.1129
H 1.8906 -1.0454 -3.4378 0.2435
H 1.1393 0.5532 -3.4793 0.3204
H 0.9941 -0.5280 -4.8766 0.4275
H -1.1064 -0.5488 -3.6640 0.1785
H 0.4293 -3.0908 -2.9766 0.0894
H -0.3273 -2.7588 -4.5444 0.4393
H -1.3333 -2.9458 -3.1012 0.2511
C -3.1626 0.4055 1.2058 -0.7665
C -4.6997 0.4001 1.0355 -1.0167
N -5.0465 0.2610 -0.3785 -0.1590
C -4.2601 1.2384 -1.1370 -0.9183
C -2.7668 0.8509 -1.1142 -0.6207
N -2.5244 -0.1290 -0.0157 2.0254
C -3.2109 -1.3871 -0.3892 -0.4164
C -4.6609 -1.0779 -0.8255 -0.8638
H -2.8543 -0.1958 2.0656 0.1372
H -2.7765 1.4153 1.3475 0.4614
H -5.1335 1.3243 1.4205 0.3622
H -5.1558 -0.4293 1.5806 0.3149
H -4.4225 2.2209 -0.6902 0.2580
H -4.6321 1.2791 -2.1619 0.4032
H -2.1209 1.7132 -0.9549 0.4768
H -2.4593 0.3670 -2.0396 0.1083
H -3.2082 -2.0421 0.4828 0.4287
H -2.6322 -1.8703 -1.1779 -0.2204
H -5.3555 -1.8105 -0.4100 0.3887
H -4.7600 -1.1103 -1.9118 0.2726
Br 2.0616 -3.2307 -0.8075 -0.0485
C 0.6525 -3.6081 0.3725 0.1077
C 0.4337 -4.9260 0.7548 -0.8176
C -0.5690 -5.1828 1.6674 -0.3045
C -1.3043 -4.1218 2.1793 -1.1867
C -1.0092 -2.8501 1.7375 -0.3309
N -0.0548 -2.5826 0.8306 0.6529
H 1.0481 -5.7125 0.3440 0.4777
H -0.7653 -6.1978 1.9870 0.4125
H -2.0854 -4.2736 2.9103 0.4735
H -1.5307 -1.9907 2.1335 0.6218

3.
65
Properties=species:S:1:pos:R:3:mulliken_charge:R:1 method="wB97M-V/def2-TZVPD" total_energy_ha=-2324.79917 charge=+1 gap_ha=0.3127 relative_energy_kcal_mol=7.68
N 1.1734 3.7717 0.0328 -0.3946
C 0.8718 2.4629 0.1821 0.4435
N -0.3597 2.0925 0.5025 0.4099
C -1.5430 2.9286 0.4960 -1.1335
C -2.8093 2.0827 0.3843 -0.6527
C -3.0401 1.4602 -0.9953 -0.9690
C -1.9887 0.4127 -1.3795 1.0952
C -2.5213 -0.7094 -2.2741 -0.9114
H -2.9536 -0.3024 -3.1888 0.3965
H -1.6770 -1.3419 -2.5550 0.0965
C -3.5822 -1.5813 -1.5785 -1.1458
N -3.2308 -1.8594 -0.2031 -0.2520
C -3.8229 -1.3102 0.8805 0.5533
N -5.1142 -0.8846 0.7712 -0.3606
H -5.5389 -0.6508 1.6546 0.2804
H -5.7172 -1.3613 0.1207 0.2373
N -3.2748 -1.2095 2.0526 -0.6637
C -1.9526 -1.3241 2.3235 0.2297
N -1.7077 -1.6344 3.6251 -0.3678
H -0.7828 -1.9155 3.9016 0.2139
H -2.4854 -1.9635 4.1700 0.2998
N -1.0246 -1.0922 1.4452 0.2790
H -0.4933 1.1093 0.7112 -0.5948
H -2.2579 -2.0979 -0.0479 0.2825
C 0.3171 -1.0273 1.7485 -0.4561
C 0.8303 -0.1565 2.7207 0.4157
C 2.1909 -0.0297 2.9095 -1.0883
C 3.0577 -0.7801 2.1332 0.2060
C 2.5781 -1.6654 1.1818 -0.8456
C 1.2192 -1.7744 0.9824 -0.4969
H 0.8386 -2.4544 0.2366 0.5518
H 3.2616 -2.2623 0.5986 0.5876
Cl 4.7791 -0.5851 2.3353 -0.1930
H 2.5767 0.6413 3.6625 0.5136
H 0.1470 0.4257 3.3225 0.4108
H -3.6816 -2.5266 -2.1221 0.3803
H -4.5474 -1.0763 -1.6017 0.4637
H -1.5984 -0.0543 -0.4745 -0.8862
H -1.1547 0.8940 -1.8935 0.7601
H -3.0774 2.2463 -1.7520 0.5424
H -4.0243 0.9944 -0.9666 0.3839
H -3.6577 2.7281 0.6171 0.3809
H -2.7808 1.2940 1.1377 0.0717
H -1.5840 3.5179 1.4206 0.3839
H -1.4951 3.6183 -0.3537 0.6300
N 1.7471 1.5083 -0.0601 0.1845
C 3.0392 1.4584 0.1214 -0.2478
N 3.6875 2.2402 1.0250 -0.3677
H 4.5739 1.9167 1.3859 0.3236
H 3.1225 2.7447 1.6895 0.2279
N 3.8028 0.6085 -0.5782 0.0794
C 3.4499 -0.3356 -1.5526 -0.0957
C 2.1588 -0.4923 -2.0450 0.6329
C 1.8945 -1.4574 -2.9983 -1.0331
C 2.9138 -2.2710 -3.4709 0.3234
C 4.2066 -2.1197 -2.9880 -0.8185
C 4.4688 -1.1563 -2.0349 -0.4697
H 5.4749 -1.0443 -1.6578 0.3888
H 4.9982 -2.7526 -3.3552 0.4386
Cl 2.5746 -3.4722 -4.6593 -0.2138
H 0.8939 -1.5785 -3.3810 0.5004
H 1.3651 0.1276 -1.6683 0.1555
H 4.7680 0.5393 -0.2777 0.4157
H 0.4424 4.4623 0.0108 0.2442
H 2.0555 4.0242 -0.3798 0.2438

4.
67
Properties=species:S:1:pos:R:3:mulliken_charge:R:1 method="wB97M-V/def2-TZVPD" total_energy_ha=-3367.59694 charge=-1 gap_ha=0.2496 relative_energy_kcal_mol=0.00
Cs 0.8101 -0.0213 1.4026 1.1580
C 2.9617 -5.0482 4.4511 -0.8073
C 3.3733 -3.5923 4.2573 -0.4746
N 3.2881 -3.1346 2.8751 -0.2375
C 2.0754 -2.9206 2.2535 0.0499
S 2.0713 -2.9043 0.5213 -0.4173
N 1.0495 -2.8348 3.0801 -0.4940
N -0.0771 -2.2104 2.6751 0.1252
C -1.2020 -2.6236 3.1082 0.1900
C -1.3673 -3.9018 3.8768 -1.4361
C -2.3730 -1.7505 2.8084 0.3663
C -3.5277 -1.8192 3.5865 -0.6424
C -4.6011 -0.9989 3.2885 -0.3550
C -4.5066 -0.1253 2.2179 -0.6194
C -3.3176 -0.1113 1.5042 -0.3939
N -2.2755 -0.8907 1.7828 -0.1358
H 3.1750 -5.3816 5.4701 0.3690
H 3.5052 -5.6962 3.7588 0.2544
H 1.8939 -5.1660 4.2607 0.0895
H 4.4008 -3.4388 4.5872 0.3876
H 2.7388 -2.9467 4.8567 0.2310
H 3.9629 -3.5216 2.2359 0.2431
H -0.6069 -4.6092 3.5521 0.3389
H -2.3554 -4.3346 3.7156 0.4234
H -1.2267 -3.7493 4.9529 0.2661
H -3.5731 -2.5031 4.4238 0.3495
H -5.5018 -1.0398 3.8884 0.4054
H -5.3252 0.5260 1.9427 0.3842
H -3.1883 0.5667 0.6654 0.4733
C 3.6701 2.4960 -0.6480 -0.2404
C 3.0037 3.0351 -1.9126 -1.0031
S 1.2315 2.6478 -2.0380 0.0354
C 1.1413 1.8910 -3.6823 -0.8410
C 2.0042 0.6571 -3.9337 -0.6768
S 1.6786 -0.7182 -2.8030 -0.0385
C 3.3644 -1.1654 -2.3175 -0.5376
C 4.2182 -0.0823 -1.6559 -1.0091
S 3.3975 0.7531 -0.2754 -0.1173
H 4.7415 2.7048 -0.6753 0.4744
H 3.2764 3.0070 0.2332 -0.1833
H 3.1238 4.1188 -1.9346 0.5283
H 3.4941 2.6436 -2.8025 0.4552
H 0.0855 1.6341 -3.7920 0.3935
H 1.3678 2.6476 -4.4362 0.3723
H 1.8272 0.3188 -4.9551 0.4757
H 3.0617 0.9073 -3.8642 0.2317
H 3.2153 -1.9847 -1.6128 0.1042
H 3.8992 -1.5645 -3.1821 0.4490
H 5.1264 -0.5524 -1.2803 0.5213
H 4.5226 0.6828 -2.3716 0.4571
N -1.1956 2.6952 1.4558 -0.1859
C -0.1155 3.2571 2.1853 0.0934
C 0.8820 3.9638 1.5142 -0.1917
C 1.9649 4.4743 2.2110 -0.9559
C 2.0836 4.2747 3.5835 -0.1178
C 1.0953 3.5655 4.2503 -0.6141
C -0.0012 3.0565 3.5564 -0.1599
S 3.4939 4.9738 4.4432 1.2688
O 4.6315 4.5291 3.6529 -0.6843
O 3.4151 4.4037 5.7775 -0.7238
O 3.2574 6.4077 4.3792 -0.6950
H -2.0358 2.5934 2.0051 0.2565
H -1.3879 3.1923 0.5992 0.2238
H 0.7873 4.1209 0.4446 0.3021
H 2.7410 5.0361 1.7014 0.3863
H 1.2031 3.4185 5.3177 0.5083
H -0.7798 2.5092 4.0803 0.3469

5.
64
Properties=species:S:1:pos:R:3:mulliken_charge:R:1 method="wB97M-V/def2-TZVPD" total_energy_ha=-2533.66140 charge=0 gap_ha=0.2656 relative_energy_kcal_mol=0.00
Os 0.8440 0.2224 -0.2616 0.5793
C 1.4548 -1.5661 -3.5618 -0.3762
Si 0.9250 -2.4969 -2.0269 0.0023
C 2.4025 -3.1335 -1.0591 -0.9431
C -0.0438 -3.9630 -2.6841 -1.4941
N 0.0144 -1.3935 -0.9488 0.5995
C -1.3340 -1.5058 -0.5834 0.4663
C -2.1013 -2.6785 -0.5823 -0.5169
C -3.4356 -2.6331 -0.2366 -0.9959
C -4.0338 -1.4273 0.1192 -1.0854
C -3.2769 -0.2780 0.2032 -0.7623
C -1.9083 -0.3158 -0.0910 0.7609
N -1.0083 0.7420 0.0339 0.4045
Si -1.5673 2.2899 0.7256 0.1854
C -2.7851 3.0720 -0.4676 -1.2269
C -2.3073 2.0493 2.4394 -0.6880
C -0.1614 3.4921 1.0031 -1.2156
H 2.3451 -2.0174 -4.0028 0.3330
H 1.6671 -0.5136 -3.3664 -0.4175
H 0.6569 -1.6049 -4.3061 0.4083
H 2.6566 -4.1441 -1.3836 0.4492
H 2.1733 -3.1670 0.0074 0.2040
H 3.2971 -2.5212 -1.1867 0.3377
H 0.5562 -4.3830 -3.4967 0.4064
H -1.0054 -3.6693 -3.1024 0.4262
H -0.2030 -4.7575 -1.9565 0.3520
H -1.6578 -3.6226 -0.8285 0.4060
H -4.0174 -3.5455 -0.2482 0.4100
H -5.0873 -1.3926 0.3635 0.4040
H -3.7518 0.6391 0.5076 0.3017
H -3.7251 2.5318 -0.5670 0.3516
H -2.3332 3.1353 -1.4601 0.3230
H -3.0130 4.0894 -0.1413 0.3733
H -3.1380 1.3534 2.5055 0.3926
H -2.6438 3.0136 2.8270 0.4445
H -1.5257 1.6916 3.1137 -0.1621
H 0.2479 3.9196 0.0906 0.3557
H 0.6528 3.0744 1.5977 0.2736
H -0.5953 4.3100 1.5852 0.4692
C 3.3724 2.8210 -2.5754 -1.8693
C 2.5257 1.6031 -2.2229 0.9053
C 3.3441 0.5120 -1.5376 -0.8941
C 1.3585 1.9231 -1.3024 -1.0085
H 4.1853 2.5611 -3.2561 0.4449
H 3.8140 3.2564 -1.6760 0.3735
H 2.7650 3.5904 -3.0543 0.3967
H 2.1164 1.1939 -3.1515 0.0889
H 3.8044 0.8813 -0.6190 0.3949
H 4.1293 0.1000 -2.1740 0.4246
H 2.7132 -0.3669 -1.2722 -0.2375
H 0.5693 2.4902 -1.8035 0.5158
H 1.7120 2.5231 -0.4463 0.3141
F -1.8026 -0.7737 5.9085 -0.3151
C -0.9176 -0.6419 4.9271 0.9636
C -0.7403 -1.6641 4.0093 0.0188
F -1.4470 -2.7851 4.1197 -0.3196
C 0.1894 -1.5157 2.9939 0.3500
F 0.3653 -2.5378 2.1590 -0.3769
C 0.9354 -0.3503 2.8485 0.1592
S 2.1243 -0.1926 1.5404 -0.5112
C 0.7408 0.6548 3.7876 0.2128
F 1.4209 1.7994 3.7001 -0.4471
C -0.1668 0.5184 4.8230 0.2288
F -0.3448 1.5041 5.7007 -0.3484

6.
67
Properties=species:S:1:pos:R:3:mulliken_charge:R:1 method="wB97M-V/def2-TZVPD" total_energy_ha=-2332.81032 charge=0 smiles="CC[C@H](C)[C@@H]1NC(=O)c2cc([N+](=O)[O-])cc(I)c2SC[C@@H](C(N)=O)NC(=O)[C@H](CCCCN)NC1=O" gap_ha=0.2916 relative_energy_kcal_mol=0.00
C -1.9934 -4.3766 2.6384 -1.4466
H -1.5121 -5.3170 2.8953 0.4385
H -1.6805 -3.6246 3.3593 0.3324
C -1.5989 -3.9586 1.2269 -0.2053
H -1.9577 -4.7033 0.5125 0.3740
H -0.5084 -3.9373 1.1676 0.0427
C -2.1427 -2.5773 0.8356 0.6844
C -3.6640 -2.5930 0.7057 -1.6873
H -4.0362 -1.6344 0.3539 0.3560
H -3.9735 -3.3589 -0.0023 0.3639
H -4.1254 -2.8044 1.6656 0.4621
H -1.8482 -1.8691 1.6148 0.2577
C -1.5241 -2.1483 -0.5053 -0.5056
N -0.0658 -2.0974 -0.4591 0.2094
C 0.6299 -1.2666 0.3404 0.4209
O 0.0995 -0.5016 1.1313 -0.6513
C 2.1119 -1.3507 0.1546 0.0503
C 2.7046 -2.5710 -0.1329 -0.3188
C 4.0688 -2.6355 -0.3681 -0.9764
C 4.8623 -1.4980 -0.3132 -0.5005
C 4.2730 -0.2914 0.0007 -0.8018
C 2.8999 -0.1935 0.2258 0.8199
S 2.1822 1.3532 0.7094 -0.1098
C 2.1725 2.3261 -0.8399 -0.8137
C 1.0424 1.9257 -1.7824 -0.1217
N -0.1816 1.6747 -1.0578 1.1812
C -1.3943 2.0176 -1.5281 -0.1650
O -1.5574 2.6301 -2.5639 -0.7148
C -2.5581 1.5189 -0.6618 0.2975
N -2.2728 0.1761 -0.1847 -0.1564
C -1.9947 -0.7941 -1.0726 -0.1540
O -2.0579 -0.6321 -2.2760 -0.6947
H -1.9912 0.0599 0.7785 0.4412
C -2.9231 2.4489 0.5006 -1.5608
C -1.7672 2.8289 1.4331 -0.4218
H -1.0961 1.9800 1.5771 0.0388
C -0.9726 4.0316 0.9230 -0.6443
H -1.5934 4.9285 0.9863 0.4723
H -0.7120 3.8943 -0.1250 0.2390
C 0.3259 4.2474 1.7025 -0.6115
N 1.2773 4.9837 0.8773 -0.5272
H 0.8934 5.8899 0.6268 0.2040
H 2.1339 5.1482 1.3963 0.2189
H 0.7849 3.2802 1.9277 0.1807
H 0.1075 4.7438 2.6615 0.4149
H -2.1785 3.0756 2.4145 0.6819
H -3.3552 3.3583 0.0801 0.5878
H -3.7056 1.9465 1.0745 0.4148
H -3.4169 1.4525 -1.3427 0.4661
H -0.0831 1.1895 -0.1741 -0.7980
H 0.8483 2.7522 -2.4789 0.6115
C 1.3568 0.6684 -2.6193 -0.1054
O 2.3184 -0.0479 -2.4122 -0.6007
N 0.4477 0.4498 -3.5751 -0.1702
H 0.4926 -0.3944 -4.1225 0.2765
H -0.3890 1.0101 -3.6426 0.2634
H 2.0244 3.3489 -0.4816 0.3608
H 3.1314 2.2312 -1.3434 0.7777
I 5.5223 1.3896 0.2038 0.0741
H 5.9231 -1.5818 -0.4964 0.5383
N 4.6735 -3.9104 -0.6724 1.0586
O 5.8706 -3.9379 -0.8461 -0.6361
O 3.9383 -4.8727 -0.7348 -0.6197
H 2.1326 -3.4869 -0.1602 0.5923
H 0.4317 -2.5845 -1.1869 0.3617
H -1.7825 -2.8949 -1.2632 0.8117
H -3.0676 -4.5142 2.7242 0.3413